1.
This record from the Open Molecules 2025 dataset describes C31H23Cl5NOP2Ru as an isolated structure. The level of theory is wB97M-V/def2-TZVPD.

Structure (XYZ):
```
64
Properties=species:S:1:pos:R:3:forces:R:3:mulliken_spin:R:1
Ru -0.041202 -0.264759 -0.615323 -0.41 0.00 -0.07 3.498
Cl 5.597565 -4.429858 -0.216259 0.01 -0.01 0.01 0.000
C 4.650155 -3.076953 -0.597084 0.09 -0.06 -0.04 0.000
C 3.644302 -2.662434 0.277663 -0.12 -0.01 0.15 0.006
Cl 3.329423 -3.511763 1.718482 0.02 -0.01 -0.01 0.002
C 2.895989 -1.541547 -0.050155 -0.04 0.00 0.12 -0.021
Cl 1.560201 -1.120422 1.014615 0.24 -0.03 0.17 0.067
C 3.128562 -0.799611 -1.202476 -0.05 0.24 0.02 0.000
O 2.361935 0.381288 -1.325055 -0.18 -0.10 -0.21 0.059
C 4.066156 -1.261751 -2.110726 0.06 0.01 -0.15 0.006
Cl 4.253544 -0.526163 -3.647983 0.00 0.00 0.04 0.001
C 4.839611 -2.391119 -1.797755 -0.02 0.03 -0.04 0.003
Cl 6.010379 -2.927826 -2.901062 0.04 -0.02 -0.04 0.001
C 1.460988 3.415603 -0.835881 0.04 0.09 -0.08 0.019
N 0.844609 2.426738 -1.810823 -0.15 0.36 0.22 -0.016
P 1.940559 1.416857 -2.533148 0.08 0.04 0.37 -0.080
C 3.283761 2.444087 -3.005456 0.08 -0.11 0.00 0.007
C 3.070940 3.418762 -3.986970 0.03 0.02 0.02 0.000
C 4.101412 4.284745 -4.309261 0.00 0.00 -0.02 0.000
C 5.320306 4.192544 -3.646391 0.00 0.00 0.01 0.000
C 5.519074 3.237989 -2.654248 0.02 0.00 -0.01 0.000
C 4.504395 2.355953 -2.329208 0.00 0.09 -0.04 0.003
C 1.120184 0.383003 -3.704495 0.02 0.00 -0.21 -0.040
C 0.866202 0.828778 -4.999516 -0.02 -0.12 0.02 -0.008
C 0.212594 -0.009087 -5.894855 0.02 -0.02 0.02 0.016
C -0.194656 -1.276915 -5.498402 0.01 0.01 -0.01 -0.003
C 0.065832 -1.731043 -4.209096 0.01 -0.02 -0.02 0.008
C 0.740908 -0.910390 -3.319186 -0.12 -0.01 -0.15 0.061
P -0.727285 2.031648 -1.124428 0.16 -0.31 -0.32 0.193
C -1.610444 3.584841 -1.020474 0.16 -0.16 0.22 0.055
C -1.452805 4.546572 -2.020865 -0.09 0.03 -0.03 0.012
C -2.223210 5.694425 -1.960215 0.04 0.00 -0.06 0.004
C -3.124557 5.880936 -0.915786 -0.01 0.02 -0.01 0.003
C -3.266232 4.922613 0.076520 -0.01 -0.03 0.04 0.004
C -2.503813 3.764748 0.032929 -0.03 -0.03 0.03 0.030
C -1.738733 0.919072 -2.168278 0.09 0.17 0.08 -0.011
C -2.041149 1.141184 -3.510908 0.00 -0.11 -0.06 0.017
C -2.926146 0.293328 -4.157710 0.01 0.00 0.03 0.009
C -3.496236 -0.795735 -3.494145 0.02 0.03 -0.03 0.010
C -3.216482 -1.027505 -2.158364 0.05 -0.03 -0.02 0.054
C -2.353859 -0.161107 -1.487631 0.06 0.13 0.00 -0.003
H 2.406179 3.780498 -1.221484 0.01 -0.04 -0.06 0.003
H 1.626808 2.951061 0.138361 -0.03 -0.04 -0.02 -0.011
H 0.795645 4.264935 -0.723573 -0.03 -0.01 -0.01 -0.001
H 2.113102 3.526433 -4.480929 0.02 0.00 0.01 0.000
H 3.952017 5.036358 -5.072708 0.01 0.00 0.01 0.000
H 6.119021 4.878306 -3.897441 -0.01 -0.01 0.00 0.000
H 6.467333 3.180300 -2.136898 -0.01 0.01 0.00 0.000
H 4.664001 1.620334 -1.551657 0.00 -0.02 0.00 0.001
H 1.192133 1.806391 -5.326887 -0.02 0.00 -0.01 0.001
H 0.031166 0.327098 -6.907763 0.01 -0.01 0.01 -0.001
H -0.693700 -1.929334 -6.203708 0.01 0.01 0.00 0.000
H -0.206313 -2.738628 -3.921193 -0.01 0.02 0.00 -0.001
H 1.085781 -1.356841 -2.386186 0.06 -0.07 0.05 0.051
H -0.739550 4.408955 -2.825134 -0.01 0.00 -0.01 0.002
H -2.119217 6.450261 -2.727131 0.00 0.00 0.01 0.001
H -3.714586 6.787051 -0.875138 0.00 -0.01 0.00 0.000
H -3.960631 5.078254 0.891118 0.01 0.00 -0.02 0.000
H -2.608051 3.018510 0.812402 0.01 0.03 0.00 0.005
H -1.616441 1.987846 -4.035713 -0.03 -0.02 0.01 0.000
H -3.190702 0.488478 -5.189268 -0.01 -0.01 0.00 0.000
H -4.187992 -1.443797 -4.016742 0.00 0.02 -0.01 0.000
H -3.699055 -1.837102 -1.626693 0.01 0.01 0.01 0.003
H -2.324328 -0.229283 -0.391235 -0.12 0.02 0.08 -0.021
```
Positions in Å, forces in eV/Å.

## Properties
E_HOMO (spin up / spin down) in eV: -16.99 / -16.98
Charge: +3
Multiplicity: 5
Strongest force on any atom in eV Å⁻¹: 0.474
HOMO-LUMO gap (spin up / spin down) in eV: 8.12 / 5.56

---

2.
This record from the Open Molecules 2025 dataset describes a 2-piece molecular cluster, C17H13F4N2 overall. The level of theory is wB97M-V/def2-TZVPD.

Structure (XYZ):
```
36
Properties=species:S:1:pos:R:3:forces:R:3:nbo_charge:R:1
F -3.292841 3.172765 2.946897 0.30 -1.80 0.03 -0.301
C -3.060655 1.813753 2.963804 0.27 1.36 0.00 0.405
C -4.161794 0.961827 2.950590 0.59 -0.56 0.02 -0.208
C -3.874362 -0.405835 2.965957 -1.17 -0.72 -0.03 0.387
F -4.930981 -1.287864 2.951284 1.37 1.14 0.03 -0.298
C -2.590487 -0.912078 2.990615 0.72 0.03 0.02 -0.147
C -1.463582 -0.026175 3.001900 -1.25 0.42 0.00 -0.156
C -0.174460 -0.619413 3.016452 0.01 0.11 -0.02 0.180
C 1.111363 -0.019712 3.008526 1.24 0.43 0.04 -0.145
C 2.242610 -0.899311 2.978694 -0.72 0.03 0.01 -0.146
C 3.523649 -0.386498 2.953726 1.14 -0.69 -0.03 0.386
F 4.584162 -1.263631 2.930495 -1.36 1.12 0.02 -0.299
C 3.803868 0.982845 2.949243 -0.58 -0.57 0.02 -0.204
C 2.698667 1.828886 2.983289 -0.28 1.36 0.03 0.396
F 2.923555 3.189275 2.978541 -0.29 -1.80 0.03 -0.301
C 1.386126 1.384507 3.024709 0.20 -0.29 -0.08 -0.170
C -1.745234 1.376532 2.989984 -0.20 -0.28 -0.05 -0.177
H -5.178925 1.336456 2.928540 0.11 -0.05 0.00 0.280
H -2.401663 -1.984931 2.996989 -0.28 0.21 -0.04 0.259
H -0.171200 -1.715372 3.025099 0.00 0.31 -0.14 0.254
H 2.058733 -1.972793 2.967539 0.27 0.21 -0.05 0.258
H 4.818923 1.362791 2.924292 -0.10 -0.05 0.00 0.280
H 0.586928 2.111362 3.066842 0.74 -0.04 0.00 0.228
H -0.949203 2.108065 2.992992 -0.74 -0.04 -0.03 0.229
C 0.983477 -6.269294 -1.309307 0.11 -0.22 0.02 -0.407
N 0.498166 -4.972405 -0.850687 -0.17 0.63 0.45 -0.334
C 0.580353 -4.484791 0.437066 -0.64 0.61 -1.57 0.160
N 0.044080 -3.271462 0.506809 0.17 -0.21 0.33 -0.521
C -0.405140 -2.949144 -0.761581 0.64 -1.34 0.04 -0.109
C -0.126879 -3.999684 -1.615891 0.11 0.28 1.01 -0.081
H 0.771156 -6.377484 -2.376484 0.03 0.05 0.25 0.227
H 2.065511 -6.363142 -1.152586 -0.26 0.14 -0.09 0.216
H 0.493661 -7.087209 -0.766110 0.01 0.27 -0.15 0.218
H 1.031861 -5.062909 1.233440 -0.11 0.18 -0.07 0.203
H -0.889642 -2.013526 -0.992876 0.05 -0.07 0.07 0.210
H -0.322690 -4.111043 -2.666102 0.06 -0.17 -0.06 0.228
```
Positions in Å, forces in eV/Å.

## Properties
E_HOMO in eV: -11.32
Charge: +1
Multiplicity: 1
Strongest force on any atom in eV Å⁻¹: 1.820
HOMO-LUMO gap in eV: 4.78

---

The records above yield energy above the lowest of the compared OMol25 structures with the same formula, charge and spin values of 12.6; 28.4 kcal per mole, respectively.